[1]
The following is a quantum chemistry calculation of a cluster of 3 separate species, C10H30N3O3PS2 in total, from OMol25.

The geometry in XYZ format:
```
49
Properties=species:S:1:pos:R:3
O -0.42750 1.64195 2.38891
P 0.84650 1.03185 2.00637
N 1.06393 1.06461 0.36138
C -0.00758 1.35662 -0.57751
C 2.28947 0.62552 -0.26136
N 1.02494 -0.50555 2.57231
C 2.18317 -1.33028 2.34985
C -0.06778 -1.17233 3.26690
N 2.22982 1.78024 2.53783
C 2.31243 3.19298 2.15959
C 2.61215 1.56386 3.91668
H -0.19713 0.47106 -1.19823
H 0.25020 2.18580 -1.24239
H -0.91743 1.62961 -0.04912
H 2.32212 1.00804 -1.28800
H 2.36642 -0.46376 -0.37983
H 3.16827 1.01463 0.25153
H 2.56912 -1.71433 3.30361
H 1.96559 -2.20127 1.71858
H 2.97969 -0.75642 1.88371
H -0.76039 -1.61175 2.54899
H 0.37529 -1.88791 3.95852
H -0.68174 -0.47362 3.83684
H 2.25576 3.28230 1.07421
H 1.47591 3.76597 2.57702
H 3.24947 3.61053 2.52131
H 2.66973 0.50706 4.16412
H 1.91094 2.03631 4.62198
H 3.59686 2.00398 4.08442
C -0.80199 -2.64241 -2.47445
S -2.16836 -2.75381 -1.31125
O -2.45453 -4.19852 -1.15401
C -1.25352 -2.31585 0.15818
H -0.19317 -3.54262 -2.39726
H -0.17421 -1.78960 -2.20734
H -1.18706 -2.53529 -3.48583
H -0.49824 -3.05802 0.41530
H -2.03256 -2.40974 0.92460
H -0.89641 -1.29085 0.26701
C -1.76359 0.35992 -4.46426
S -3.00604 0.43758 -3.17465
O -3.01362 1.83305 -2.69746
C -4.45249 0.30493 -4.23613
H -1.89238 -0.58145 -4.99706
H -0.78838 0.46192 -3.99022
H -1.86248 1.22663 -5.12060
H -4.39046 1.09631 -4.97716
H -5.29078 0.45074 -3.55695
H -4.53797 -0.70860 -4.62870
```

Output
* relative energy (zero: lowest compared OMol25 entry of this formula, charge and spin): 0.000 eV
* lowest unoccupied orbital energy: 0.5 eV
* HOMO level: -8.701 eV
* 2S+1: 1

natural (NBO) atomic charge list, values in e, 2 entries:
1 O -1.110
2 P 2.436

[2]
The following is a quantum chemistry calculation of a cluster of 6 separate species, C10H32O6 in total, from OMol25.

The geometry in XYZ format:
```
48
Properties=species:S:1:pos:R:3
C -0.82462 1.33126 3.61926
C -0.28979 -0.04911 3.92155
O 1.06416 0.16817 4.29013
H -1.84813 1.34591 3.24467
H -0.13195 1.81005 2.92711
H -0.75765 1.94134 4.52005
H -0.38308 -0.74014 3.08377
H -0.79062 -0.42914 4.81197
H 1.47540 -0.66618 4.52751
C -3.92346 0.99130 0.47905
C -3.24358 2.14289 -0.22508
O -2.13110 2.54906 0.49277
H -3.15919 0.22052 0.57850
H -4.84057 0.73671 -0.05216
H -4.22168 1.24653 1.49591
H -3.99770 2.92969 -0.24355
H -3.07083 1.94954 -1.28379
H -2.57138 3.05943 1.17635
C 3.29059 1.99062 -2.27323
C 2.69013 0.55918 -2.48826
C 3.13530 -0.21910 -3.80604
O 3.11750 -0.17599 -1.41425
H 4.35581 1.94068 -2.49884
H 3.29429 2.30559 -1.22973
H 2.86048 2.72855 -2.95040
H 1.60762 0.66861 -2.55371
H 2.52901 -1.10544 -3.99291
H 4.16153 -0.58635 -3.81514
H 3.06787 0.50770 -4.61555
H 2.66378 0.05654 -0.60082
C -1.55053 -4.01774 -1.28135
C -1.02009 -2.68949 -0.51762
C 0.50081 -2.61321 -0.39024
O -1.47809 -1.59931 -1.28553
H -0.92872 -4.18870 -2.16011
H -2.56381 -3.87356 -1.65628
H -1.53581 -4.88127 -0.61637
H -1.45709 -2.77075 0.47763
H 0.86963 -3.56356 -0.00434
H 0.91303 -1.86212 0.28359
H 0.91477 -2.47246 -1.38870
H -1.11084 -0.79792 -0.90540
O -0.36449 0.59047 -0.31164
H -0.91389 1.37137 -0.24384
H 0.42950 0.81269 0.17460
O 2.03043 0.81254 1.32186
H 2.22775 0.79404 2.25832
H 1.90944 1.74044 1.12039
```

Output
* SMILES: CC(C)O.CC(C)O.CCO.CCO.O.O
* relative energy (zero: lowest compared OMol25 entry of this formula, charge and spin): 0.500 eV
* lowest unoccupied orbital energy: 0.3 eV
* HOMO level: -9.270 eV
* 2S+1: 1

natural (NBO) atomic charge list, values in e, 2 entries:
1 C -0.621
2 C -0.065

[3]
The following is a quantum chemistry calculation of a cluster of 7 separate species, C10H34N4O7 in total, from OMol25.

The geometry in XYZ format:
```
55
Properties=species:S:1:pos:R:3
C 0.00530 -2.89552 0.35463
C 0.67085 -3.87770 1.23515
O 1.27383 -3.19745 2.30254
H 0.71963 -2.23886 -0.19186
H -0.55252 -2.21966 0.90387
H -0.61485 -3.36256 -0.41992
H 1.44616 -4.39523 0.67728
H 0.09226 -4.62815 1.69006
H 0.63016 -2.90892 2.90511
C 0.44738 0.88369 -5.19488
C -0.32556 1.67429 -4.14055
O -0.05347 1.13235 -2.85442
H 0.30232 -0.18226 -5.22687
H 1.51467 1.14873 -5.21722
H 0.21883 1.12291 -6.20300
H -1.36620 1.62641 -4.42002
H -0.00112 2.66954 -4.27978
H -0.34157 0.20554 -2.88194
C -1.99756 -1.35482 3.52304
C -1.29283 -2.29243 4.52394
O -1.28394 -3.50231 3.85492
H -1.37831 -1.25606 2.70902
H -2.11025 -0.40224 3.98395
H -3.00909 -1.67596 3.14334
H -1.65586 -2.41424 5.52622
H -0.21767 -2.05722 4.70571
H -2.19103 -3.80943 3.84845
C 0.60943 3.29845 -0.25064
O 0.44264 4.15065 0.80729
N 1.71798 3.23938 -0.99545
N -0.35064 2.57285 -0.67650
H 2.45302 3.80936 -0.62596
H 1.89210 2.45590 -1.63509
H -1.26885 2.70420 -0.30307
H -0.32757 2.10361 -1.61496
C 3.36546 0.61609 -2.00179
O 4.78084 0.51215 -2.00070
N 2.63628 1.39094 -2.76576
N 2.60521 -0.19971 -1.23738
H 3.04438 2.18833 -3.38538
H 1.68430 1.20778 -2.86595
H 3.14354 -0.80646 -0.62330
H 1.73140 0.05347 -0.84344
C 0.67734 0.52792 1.76728
O 0.27805 0.18616 0.40933
H 1.57657 1.17705 1.79495
H 0.90528 -0.32449 2.31103
H -0.15864 0.95209 2.32044
H 0.08606 1.02012 -0.04584
C -3.10000 1.08204 1.34580
O -4.48383 0.95759 0.97346
H -2.95862 0.85110 2.36232
H -2.75143 2.09959 1.19220
H -2.48167 0.35307 0.86922
H -4.67819 0.02834 0.86112
```

Output
* SMILES: NC(N)=O.NC(N)=O.CCO.CCO.CCO.CO.CO
* relative energy (zero: lowest compared OMol25 entry of this formula, charge and spin): 3.387 eV
* lowest unoccupied orbital energy: -0.1 eV
* HOMO level: -9.172 eV
* 2S+1: 1

natural (NBO) atomic charge list, values in e, 2 entries:
1 C -0.624
2 C -0.066

[4]
The following is a quantum chemistry calculation of a structure of composition C10H35HgN6O11, from OMol25.

The geometry in XYZ format:
```
63
Properties=species:S:1:pos:R:3
Hg -3.23047 0.52041 1.65546
C -0.05152 0.92750 0.31406
O -0.83295 0.87974 1.48906
H 0.81193 1.54551 0.56030
H 0.28015 -0.05398 -0.02475
H -0.48830 1.51374 -0.49442
C 0.70570 -1.26251 -3.00572
C -0.11760 -1.32539 -4.31694
O 0.66354 -2.02422 -5.30507
O 2.00031 -0.59333 -3.10944
H 0.97187 -2.19001 -2.49879
H 0.10579 -0.94735 -2.15196
H -0.24538 -0.30946 -4.69063
H -1.12149 -1.73884 -4.22025
H 0.97221 -1.50288 -6.04973
H 1.70280 0.29528 -3.31793
C 2.24699 -0.69868 2.82542
C 1.71230 0.29840 3.89352
O 0.33211 0.35886 4.07535
O 2.08617 -2.04073 3.27975
H 3.29961 -0.45399 2.68332
H 1.72445 -0.68817 1.86889
H 2.13145 1.25855 3.59263
H 2.17380 -0.10437 4.79513
H -0.08989 0.49532 3.22394
H 1.12682 -2.03060 3.31387
C 0.57420 3.78124 3.64781
C 1.36383 4.02058 2.27933
O 0.73512 5.03519 1.49335
O -0.67529 3.13130 3.40668
H 0.48815 4.72636 4.18395
H 1.03555 3.11736 4.37891
H 1.37683 3.05748 1.76908
H 2.42105 4.26038 2.39287
H 1.05362 5.06289 0.58815
H -0.54958 2.47222 2.72008
C -3.17480 2.82479 -3.03452
O -3.34360 3.66286 -3.88492
N -4.00618 1.95165 -2.61160
N -2.06809 2.82355 -2.30354
H -3.87375 1.26801 -1.88004
H -4.88011 1.79072 -3.09168
H -1.28238 3.40156 -2.56560
H -2.15569 2.34004 -1.42113
C -2.94821 -1.92873 -0.64203
O -3.11731 -0.75366 -0.41593
N -3.55835 -2.80080 -1.45061
N -1.90939 -2.50335 -0.15150
H -3.13297 -3.71375 -1.52592
H -4.14356 -2.44089 -2.19095
H -1.28222 -2.00897 0.46685
H -1.73540 -3.49803 -0.17260
C 3.24489 -3.62069 -0.93847
O 3.63568 -4.77235 -0.89573
N 2.75544 -2.95944 0.10161
N 3.38947 -2.87095 -1.95052
H 2.38591 -2.02384 0.19223
H 3.00915 -3.48373 0.92674
H 3.28406 -1.87481 -1.82134
H 3.82587 -3.26836 -2.77011
O -2.11194 -1.20745 2.73366
H -1.28432 -0.98180 3.15833
H -2.21609 -2.14535 2.89406
```

Output
* lowest unoccupied orbital energy (alpha / beta): -0.4 / -2.2 eV
* HOMO level (alpha / beta): -8.552 / -9.205 eV
* 2S+1: 2

natural (NBO) atomic charge list, values in e, 2 entries:
1 Hg 0.834
2 C -0.236